1.
# C2H3N3O

A single C2H3N3O molecule (ωB97M-V/def2-TZVPD, the Open Molecules 2025 dataset).

The geometry in ORCA input format:
```
! RIJCOSX wB97M-V def2-TZVPD def2/J DEFGRID3
* xyz 0 1
N 1.511 -0.269 0.391
C 0.186 -0.064 0.068
C -0.741 0.926 0.074
O -1.925 0.351 -0.247
N -1.706 -0.979 -0.454
N -0.484 -1.216 -0.282
H 1.735 -1.179 0.012
H 2.197 0.442 0.182
H -0.774 1.988 0.256
*
```

Computed properties:
HOMO = -9.0 eV
total energy = -317.45281 Eh
Kohn-Sham gap = 9.93 eV
ΔE to the lowest compared entry with this formula, charge and spin = 2.164 eV
structure (SMILES) = Nc1conn1

2.
# C26H31F12NO8

6 unconnected molecules or ions with the total composition C26H31F12NO8 in a non-equilibrium geometry (ωB97M-V/def2-TZVPD, the Open Molecules 2025 dataset).

The geometry in ORCA input format:
```
! RIJCOSX wB97M-V def2-TZVPD def2/J DEFGRID3
* xyz 0 1
C -3.616 3.114 1.688
C -3.817 2.876 3.168
O -2.737 2.130 3.737
C -1.629 2.711 4.066
O -1.400 3.900 3.814
C -0.590 1.760 4.630
F 0.327 1.472 3.714
F 0.049 2.323 5.706
F -1.147 0.642 5.100
H -4.310 3.852 1.285
H -3.667 2.136 1.209
H -2.618 3.507 1.490
H -4.683 2.235 3.330
H -4.028 3.788 3.727
C 1.310 -3.027 -1.611
C 2.550 -3.504 -2.372
O 3.179 -4.665 -1.849
C 3.897 -4.707 -0.713
O 4.223 -3.738 -0.094
C 4.451 -6.159 -0.439
F 4.068 -6.559 0.759
F 4.017 -7.095 -1.293
F 5.813 -6.198 -0.462
H 0.397 -3.602 -1.769
H 1.113 -1.996 -1.904
H 1.454 -2.971 -0.532
H 3.326 -2.740 -2.401
H 2.300 -3.792 -3.393
C 4.408 1.047 -3.438
C 3.248 1.996 -3.097
O 3.519 3.312 -3.536
C 2.573 4.298 -3.275
O 1.629 4.079 -2.514
C 2.831 5.698 -3.882
F 1.749 6.022 -4.654
F 2.940 6.585 -2.936
F 3.928 5.601 -4.608
H 4.099 0.081 -3.038
H 5.336 1.370 -2.967
H 4.499 0.982 -4.522
H 3.272 2.161 -2.020
H 2.288 1.569 -3.387
C -4.213 -1.028 0.885
C -2.709 -1.300 0.898
O -2.124 -0.085 0.454
C -0.750 -0.078 0.375
O -0.005 -0.939 0.909
C -0.234 1.139 -0.347
F 0.517 1.916 0.463
F 0.601 0.703 -1.261
F -1.152 1.931 -0.931
H -4.724 -1.905 1.283
H -4.634 -0.966 -0.118
H -4.543 -0.194 1.504
H -2.493 -2.137 0.234
H -2.410 -1.490 1.929
C -8.011 -3.380 0.969
C -9.098 -2.473 1.173
C -8.959 -1.371 0.391
N -7.823 -1.644 -0.357
C -7.230 -2.795 0.001
H -7.814 -4.277 1.536
H -9.962 -2.660 1.795
H -9.574 -0.504 0.200
H -7.601 -1.059 -1.150
H -6.270 -3.103 -0.386
C 3.910 -0.524 0.546
C 3.526 0.510 1.368
C 4.232 1.692 1.447
C 5.510 1.682 0.902
C 5.986 0.618 0.156
C 5.179 -0.452 -0.061
H 3.232 -1.340 0.341
H 2.620 0.405 1.946
H 3.778 2.501 2.000
H 6.060 2.593 1.083
H 6.960 0.761 -0.288
H 5.668 -1.242 -0.611
*
```

Computed properties:
HOMO = -8.8 eV
total energy = -2864.38851 Eh
Kohn-Sham gap = 8.92 eV
structure (SMILES) = CCOC(=O)C(F)(F)F.CCOC(=O)C(F)(F)F.CCOC(=O)C(F)(F)F.CCOC(=O)C(F)(F)F.c1cc[nH]c1.c1ccccc1

3.
# C42H62N5O4PPbSeTe

A molecular structure, C42H62N5O4PPbSeTe in a non-equilibrium geometry (ωB97M-V/def2-TZVPD, the Open Molecules 2025 dataset).

The geometry in ORCA input format:
```
! RIJCOSX wB97M-V def2-TZVPD def2/J DEFGRID3
* xyz -2 1
Pb 0.326 0.548 -1.173
C -1.659 1.888 4.991
C -2.754 2.401 4.291
C -3.233 1.789 3.143
C -2.597 0.628 2.615
C -1.483 0.120 3.335
C -1.042 0.737 4.494
N -3.043 0.018 1.487
N -4.298 0.451 1.022
C -4.487 0.199 -0.252
C -5.723 0.563 -0.895
C -5.884 0.431 -2.251
C -4.843 -0.051 -3.069
C -3.656 -0.454 -2.466
C -3.486 -0.401 -1.098
H -1.286 2.377 5.887
H -3.236 3.306 4.652
H -4.090 2.175 2.613
H -0.989 -0.767 2.968
H -0.196 0.312 5.032
H -6.506 0.977 -0.269
H -6.823 0.734 -2.705
H -4.957 -0.106 -4.146
H -2.844 -0.822 -3.076
Te -1.844 -1.106 0.014
O -1.400 4.662 -2.341
C -1.208 3.464 -2.601
O -0.192 2.750 -2.287
H -1.993 2.935 -3.180
O 0.984 -2.752 0.992
C 0.296 -2.051 1.539
C 3.592 -0.138 -1.328
O 2.401 -0.552 -0.750
H 3.953 0.827 -0.918
H 3.520 -0.011 -2.426
H 4.396 -0.877 -1.145
C 5.182 0.138 2.790
C 4.868 1.420 3.567
C 4.021 1.167 4.819
C 2.582 0.758 4.495
N 1.792 1.882 4.017
C 1.296 2.021 2.758
Se 1.758 0.869 1.341
N 0.543 3.144 2.744
C -0.291 3.583 1.614
C 0.496 4.104 0.414
C 1.558 5.149 0.740
C 1.007 6.425 1.380
C 0.532 3.716 4.007
C -0.111 4.826 4.525
C 0.083 5.110 5.868
C 0.872 4.295 6.681
C 1.500 3.170 6.167
C 1.330 2.912 4.819
H 5.992 0.311 2.079
H 4.315 -0.194 2.218
H 5.486 -0.665 3.470
H 4.329 2.109 2.910
H 5.800 1.901 3.875
H 3.995 2.074 5.430
H 4.484 0.376 5.417
H 2.096 0.358 5.388
H 2.564 0.003 3.712
H -0.957 4.354 1.999
H -0.906 2.738 1.302
H -0.222 4.500 -0.309
H 0.985 3.269 -0.074
H 2.055 5.408 -0.197
H 2.314 4.702 1.398
H 0.157 6.801 0.803
H 1.774 7.204 1.404
H 0.682 6.248 2.406
H -0.779 5.434 3.931
H -0.419 5.968 6.299
H 0.978 4.526 7.733
H 2.064 2.504 6.806
C -3.134 -3.650 -2.711
C -1.879 -4.309 -3.290
C -2.120 -4.579 -4.778
C -1.784 -5.681 -2.607
P -0.402 -3.069 -2.870
N -0.754 -1.985 -1.830
C 0.123 -2.220 -4.525
C -1.016 -1.239 -4.836
C 0.447 -3.045 -5.777
C 1.367 -1.358 -4.229
C 1.039 -4.224 -2.371
C 2.277 -3.382 -2.024
C 0.610 -4.909 -1.044
C 1.404 -5.259 -3.456
H -3.943 -4.387 -2.645
H -3.489 -2.824 -3.321
H -2.939 -3.258 -1.716
H -3.039 -5.167 -4.883
H -1.309 -5.159 -5.227
H -2.258 -3.663 -5.348
H -2.660 -6.269 -2.904
H -1.812 -5.582 -1.524
H -0.898 -6.246 -2.900
H -1.975 -1.737 -4.993
H -0.782 -0.664 -5.740
H -1.134 -0.538 -4.011
H -0.424 -3.517 -6.225
H 1.193 -3.814 -5.576
H 0.867 -2.363 -6.526
H 1.363 -0.994 -3.201
H 1.373 -0.489 -4.896
H 2.292 -1.910 -4.397
H 2.034 -2.548 -1.363
H 2.769 -2.982 -2.908
H 3.005 -4.021 -1.510
H -0.196 -4.348 -0.566
H 1.446 -4.920 -0.341
H 0.287 -5.938 -1.186
H 2.280 -4.927 -4.019
H 0.593 -5.424 -4.169
H 1.653 -6.223 -3.002
*
```

Computed properties:
HOMO = 0.2 eV
total energy = -5415.96876 Eh
Kohn-Sham gap = 3.67 eV
ΔE to the lowest compared entry with this formula, charge and spin = 0.000 eV

Q: Which value of HOMO does entry 3 give?
A: 0.2 eV

Q: What is the HOMO in the third record?
A: 0.2 eV

Q: Which formula does entry 2 have?
A: C26H31F12NO8